[1]
Formula: C4H7FN2
Source: OMol25
Level of theory: the ωB97M-V functional and the def2-TZVPD basis

Each line ends with the natural charge from an NBO analysis.
Cartesian coordinates (Å):
C 0.19440 1.61926 -0.00283  -0.40
C -1.86875 0.27166 -0.00131  0.30
C 0.28162 -0.83944 0.00842  -0.09
C 1.60120 -0.97520 -0.00190  0.16
H 0.81964 1.75352 -0.89057  0.21
H -0.54341 2.42480 0.01104  0.21
H 0.82360 1.73570 0.89086  0.21
H -2.30720 1.27589 0.01162  0.17
H -2.18928 -1.59090 -0.00066  0.32
H -0.31244 -1.74084 -0.01575  0.21
H 2.11520 -1.94658 -0.01503  0.18
N -0.47311 0.31638 -0.00646  -0.44
N -2.67265 -0.71651 0.00200  -0.68
F 2.48482 0.04797 0.00282  -0.34

## Properties
Maximum force   1.1 eV Å⁻¹
Molar mass   102.11 g/mol
SMILES   [H]/N=C\N(C)/C=C\F
Spin multiplicity   1
Total charge   0
Kohn-Sham gap   9.34 eV
Relative energy (zero: lowest compared OMol25 entry of this formula, charge and spin)   20.5 kcal/mol

---

[2]
Formula: C4H7FN2O
Source: OMol25
Level of theory: the ωB97M-V functional and the def2-TZVPD basis

Each line ends with the natural charge from an NBO analysis.
Cartesian coordinates (Å):
C 2.00152 -1.32371 0.75456  -0.45
C 0.55278 -0.03628 -0.76976  0.01
C -0.43818 0.28890 0.00256  0.17
C -1.47740 1.18119 -0.40423  0.60
H 2.63716 -2.33201 0.68007  0.22
H 2.71037 -0.33059 1.24408  0.18
H 0.93594 -1.51608 1.39589  0.24
H 2.38116 -0.53044 -0.96134  0.37
H 0.50274 0.39505 -1.81311  0.25
H -3.43802 1.74017 -0.49195  0.42
H -3.24416 0.41989 0.85121  0.41
N 1.56730 -0.93851 -0.59158  -0.60
N -2.76227 1.24052 0.19678  -0.86
O -1.26231 1.96998 -1.34491  -0.62
F -0.66662 -0.22811 1.25173  -0.34

## Properties
Maximum force   4.4 eV Å⁻¹
Molar mass   118.11 g/mol
SMILES   CN/C=C(\F)C(N)=O
Spin multiplicity   1
Total charge   0
Kohn-Sham gap   9.53 eV
Relative energy (zero: lowest compared OMol25 entry of this formula, charge and spin)   64.1 kcal/mol

---

[3]
Formula: C4H7FO
Source: OMol25
Level of theory: the ωB97M-V functional and the def2-TZVPD basis

Each line ends with the natural charge from an NBO analysis.
Cartesian coordinates (Å):
C 0.04802 0.33530 0.87574  0.11
C 0.95140 0.53760 -0.39991  -0.46
C 0.06475 -0.45129 -1.16120  0.22
C -1.05768 -0.24785 -0.03942  -0.46
H -0.01117 -0.79477 2.52528  0.48
H -0.30261 1.29442 1.34880  0.16
H 0.72035 1.43818 -0.88166  0.22
H 2.07403 0.46110 -0.34888  0.22
H 0.45337 -1.43134 -1.14365  0.16
H -1.62756 -1.09070 0.27934  0.21
H -1.67521 0.56812 -0.38318  0.21
O 0.60534 -0.57841 1.77692  -0.72
F -0.24303 -0.04038 -2.44819  -0.36

## Properties
Maximum force   2.4 eV Å⁻¹
Molar mass   90.10 g/mol
SMILES   O[C@H]1C[C@H](F)C1
Spin multiplicity   1
Total charge   0
Kohn-Sham gap   10.98 eV
Relative energy (zero: lowest compared OMol25 entry of this formula, charge and spin)   24.2 kcal/mol

---

[4]
Formula: C4H7FO
Source: OMol25
Level of theory: the ωB97M-V functional and the def2-TZVPD basis

Each line ends with the natural charge from an NBO analysis.
Cartesian coordinates (Å):
C 1.90671 -0.66185 0.06650  -0.28
C -0.19231 0.42753 0.44690  0.04
C -1.35917 1.13892 -0.05686  -0.51
C -1.40222 -0.29690 -0.38699  0.17
H 2.82186 -0.47484 -0.69312  0.20
H 2.20068 -0.91890 1.16871  0.19
H 1.60044 -1.68877 -0.20058  0.17
H -0.30589 0.23453 1.45169  0.19
H -0.84831 1.95078 -0.72836  0.24
H -2.04765 1.68942 0.60725  0.25
H -0.99583 -0.69337 -1.36409  0.18
O 1.01007 0.38226 -0.35818  -0.51
F -2.38839 -1.08882 0.04712  -0.33

## Properties
Maximum force   4.9 eV Å⁻¹
Molar mass   90.10 g/mol
SMILES   CO[C@H]1C[C@@H]1F
Spin multiplicity   1
Total charge   0
Kohn-Sham gap   10.04 eV
Relative energy (zero: lowest compared OMol25 entry of this formula, charge and spin)   79.9 kcal/mol

---

[5]
Formula: C4H7FO
Source: OMol25
Level of theory: the ωB97M-V functional and the def2-TZVPD basis

Each line ends with the natural charge from an NBO analysis.
Cartesian coordinates (Å):
C 0.69157 -0.06970 -0.28934  0.06
C 0.50656 1.42080 -0.10751  -0.42
C -1.00790 1.14922 0.10765  -0.44
C -0.62510 -0.32950 0.41964  0.18
H 1.65112 -1.63639 0.09789  0.47
H 0.47019 -0.26553 -1.32132  0.16
H 1.01107 1.69841 0.83981  0.21
H 0.73741 2.13094 -0.95754  0.22
H -1.56901 1.73980 0.86250  0.22
H -1.49687 1.14627 -0.90871  0.22
H -0.50062 -0.61674 1.49322  0.17
O 1.83624 -0.71357 0.13958  -0.69
F -1.37600 -1.27923 -0.22280  -0.36

## Properties
Maximum force   1.4 eV Å⁻¹
Molar mass   90.10 g/mol
SMILES   O[C@@H]1CC[C@H]1F
Spin multiplicity   1
Total charge   0
Kohn-Sham gap   11.20 eV
Relative energy (zero: lowest compared OMol25 entry of this formula, charge and spin)   20.8 kcal/mol

---

[6]
Formula: C4H7FOS
Source: OMol25
Level of theory: the ωB97M-V functional and the def2-TZVPD basis

Each line ends with the natural charge from an NBO analysis.
Cartesian coordinates (Å):
C -0.18492 -0.33522 1.39053  -0.65
C -0.24032 -0.18298 0.02855  -0.19
C 0.87775 -0.59394 -0.84636  0.05
C 0.55668 0.85744 -0.56028  0.16
H -0.52242 -1.32627 1.75049  0.23
H -0.55171 0.53453 2.22066  0.24
H 0.95026 -0.27660 1.79756  0.24
H -2.08163 -1.48361 0.00270  0.15
H 0.84464 -1.16073 -1.93301  0.21
H 2.72597 -0.61160 -0.07461  0.48
H 0.15185 1.28744 -1.40695  0.18
O 1.88764 -1.25483 -0.06263  -0.70
F 1.29960 1.58484 0.23199  -0.31
S -2.14810 0.02126 -0.25115  -0.08

## Properties
Maximum force   10.1 eV Å⁻¹
Molar mass   122.16 g/mol
SMILES   C[C@]1(S)[C@H](O)[C@@H]1F
Spin multiplicity   1
Total charge   0
Kohn-Sham gap   9.50 eV
Relative energy (zero: lowest compared OMol25 entry of this formula, charge and spin)   86.3 kcal/mol

---

[7]
Formula: C4H7FS2
Source: OMol25
Level of theory: the ωB97M-V functional and the def2-TZVPD basis

Each line ends with the natural charge from an NBO analysis.
Cartesian coordinates (Å):
C -1.34514 0.74053 -2.55193  -0.75
C -0.38278 -0.00506 0.09764  -0.22
C 0.10213 0.11069 1.49154  -0.55
C 1.55107 -0.44590 1.51736  0.07
H -0.47705 0.22269 -3.15135  0.25
H -1.83728 1.49422 -3.20312  0.24
H -2.20226 0.02319 -2.18239  0.25
H -0.60650 -0.31576 2.23148  0.26
H -0.04580 1.15024 1.80482  0.23
H 1.68113 -1.56462 1.34603  0.21
H 2.04625 0.25337 0.80738  0.17
F 1.98115 -0.24459 2.80612  -0.37
S -0.62233 1.43738 -0.96334  0.29
S -0.37395 -1.52886 -0.67638  -0.08

## Properties
Maximum force   4.3 eV Å⁻¹
Molar mass   138.23 g/mol
SMILES   CSC(=S)CCF
Spin multiplicity   1
Total charge   0
Kohn-Sham gap   8.22 eV
Relative energy (zero: lowest compared OMol25 entry of this formula, charge and spin)   25.1 kcal/mol

---

[8]
Formula: C4H7I2N
Source: OMol25
Level of theory: the ωB97M-V functional and the def2-TZVPD basis

Each line ends with the natural charge from an NBO analysis.
Cartesian coordinates (Å):
C 0.55492 -0.53986 0.63943  -0.07
C -0.72321 0.22601 0.42674  -0.09
C 1.87510 -0.44781 -0.05210  -0.63
C -0.98665 1.42746 -0.56783  -0.52
N -0.53943 -1.07847 -0.13181  -0.53
I -3.11816 1.66424 -1.01411  0.05
I -1.62944 -2.94013 0.12900  0.24
H 0.47825 -0.97621 1.64728  0.19
H -1.24187 0.39252 1.30473  0.20
H 1.72886 0.30535 -0.84796  0.22
H 2.17772 -1.47216 -0.35538  0.24
H 2.65415 -0.05389 0.71761  0.22
H -0.60309 1.03661 -1.54019  0.23
H -0.62715 2.45634 -0.35542  0.24

## Properties
Maximum force   2.5 eV Å⁻¹
Molar mass   322.91 g/mol
SMILES   C[C@H]1[C@@H](CI)N1I
Spin multiplicity   1
Total charge   0
Kohn-Sham gap   8.29 eV
Relative energy (zero: lowest compared OMol25 entry of this formula, charge and spin)   27.2 kcal/mol

---

[9]
Formula: C4H7IOS
Source: OMol25
Level of theory: the ωB97M-V functional and the def2-TZVPD basis

Each line ends with the natural charge from an NBO analysis.
Cartesian coordinates (Å):
C 2.55287 -1.41635 0.22032  0.50
C -0.97638 1.30192 -1.02955  -0.44
C -0.65674 -1.25529 -1.51138  -0.67
C -0.60371 0.05934 -0.71018  -0.14
O 3.42243 -0.70345 0.02893  -0.51
S -0.22147 -0.33878 0.96318  0.01
I 0.11048 0.88148 4.35685  -0.09
H -1.09987 2.04285 -0.18952  0.20
H 1.27269 1.45332 3.40900  0.10
H -1.30812 1.66498 -1.99168  0.21
H -1.78577 -1.59854 -1.53662  0.24
H -0.43242 -1.03412 -2.57217  0.23
H 0.09317 -1.93996 -1.01802  0.23
H -0.36715 0.88261 1.58086  0.13

## Properties
Maximum force   2.5 eV Å⁻¹
Molar mass   230.07 g/mol
Spin multiplicity   1
Total charge   0
Kohn-Sham gap   8.85 eV
Relative energy (zero: lowest compared OMol25 entry of this formula, charge and spin)   25.8 kcal/mol

---

Copy entry 4 word for word.
Formula: C4H7FO
Source: OMol25
Level of theory: the ωB97M-V functional and the def2-TZVPD basis

Each line ends with the natural charge from an NBO analysis.
Cartesian coordinates (Å):
C 1.90671 -0.66185 0.06650  -0.28
C -0.19231 0.42753 0.44690  0.04
C -1.35917 1.13892 -0.05686  -0.51
C -1.40222 -0.29690 -0.38699  0.17
H 2.82186 -0.47484 -0.69312  0.20
H 2.20068 -0.91890 1.16871  0.19
H 1.60044 -1.68877 -0.20058  0.17
H -0.30589 0.23453 1.45169  0.19
H -0.84831 1.95078 -0.72836  0.24
H -2.04765 1.68942 0.60725  0.25
H -0.99583 -0.69337 -1.36409  0.18
O 1.01007 0.38226 -0.35818  -0.51
F -2.38839 -1.08882 0.04712  -0.33

## Properties
Maximum force   4.9 eV Å⁻¹
Molar mass   90.10 g/mol
SMILES   CO[C@H]1C[C@@H]1F
Spin multiplicity   1
Total charge   0
Kohn-Sham gap   10.04 eV
Relative energy (zero: lowest compared OMol25 entry of this formula, charge and spin)   79.9 kcal/mol

---

- Which value of total charge does entry 7 give?
  0

---

- Number 9 is which compound?
  C4H7IOS